Below is a gas-phase ion, C8H15BrFN4 (charge +1), with properties calculated with the ωB97M-V functional and the def2-TZVPD basis.

**<S²>**: 2.007
**Multiplicity**: 3
**Frontier orbital gap (spin up / spin down)**: 6.773 / 5.821 eV
**Charge**: +1

```
29
Properties=species:S:1:pos:R:3:forces:R:3:nbo_charge:R:1
C 1.7452 -1.4857 -2.0583 2.89 -3.03 -1.83 0.0458
C 0.9259 -1.6801 -0.9901 -1.45 -2.81 3.76 0.2410
C 0.9101 1.1604 1.6429 0.66 0.34 0.52 -0.6335
C -1.2814 0.5790 2.6986 0.73 -1.89 1.44 -0.6051
C 2.2426 0.4130 -3.4325 -0.86 2.26 -1.58 -0.4238
C -2.0554 -0.9855 -0.0447 0.30 1.21 1.64 -0.2880
C -0.2545 0.1419 1.6773 -0.66 1.91 -1.23 -0.2941
C -0.8971 0.0216 0.2873 0.99 -1.69 -2.26 0.6430
N 0.3084 -0.5454 -0.6956 -1.55 0.13 2.31 -0.3618
N 0.7451 0.3806 -1.5599 -1.76 4.49 0.76 0.0510
N 1.5949 -0.2219 -2.3833 2.07 -3.27 -1.91 -0.2279
N -2.1666 -1.2442 -1.4849 0.09 0.07 1.08 -0.8429
F -1.1794 1.2095 -0.3089 -0.02 -0.39 0.68 -0.3268
Br 0.9201 -3.2104 0.1860 -0.03 1.53 -1.42 0.2390
H 1.6520 0.9024 2.3902 -0.29 -0.20 0.90 0.2334
H 0.5353 2.2127 1.9796 0.89 -1.72 -1.49 0.2458
H 1.6324 1.0123 0.7830 -1.47 1.03 0.23 0.2226
H -1.5702 1.5586 2.5438 -0.27 2.28 -0.16 0.2202
H -0.8945 0.4352 3.7471 -0.36 0.29 -1.10 0.2381
H -2.1963 0.0337 2.6108 -0.56 -0.76 0.12 0.2135
H 3.2998 0.3760 -3.2558 0.66 0.24 -0.27 0.2266
H 1.9559 -0.0255 -4.4174 0.31 0.39 0.65 0.2316
H 1.8332 1.4538 -3.3439 0.87 -0.66 -0.64 0.2554
H -2.9292 -0.4315 0.4788 0.85 -1.43 -0.87 0.2167
H -1.7664 -1.9564 0.4534 -0.73 1.06 -0.25 0.2171
H 0.0642 -0.8394 1.8709 0.69 -1.37 0.49 0.2176
H -2.7685 -2.0449 -1.5655 -0.22 -0.28 -0.35 0.3801
H 2.4905 -2.2723 -2.5084 -1.65 1.97 0.83 0.2850
H -2.6111 -0.4862 -1.9778 -0.10 0.27 -0.03 0.3803
```
Positions in Å, forces in eV/Å.



Below is C11H11N in the gas phase, with properties calculated with the ωB97M-V functional and the def2-TZVPD basis.

**Frontier orbital gap**: 9.005 eV
**Charge**: 0

```
23
Properties=species:S:1:pos:R:3:forces:R:3:nbo_charge:R:1
C -2.2856 0.3833 -2.5713 -0.12 1.02 -0.43 -0.6447
C -1.3187 0.2238 -1.4555 0.17 0.22 -0.14 0.2363
C -0.5900 -0.9745 -1.3271 0.17 -1.28 -0.39 -0.2653
C 0.3291 -1.1911 -0.3292 0.45 0.51 -0.57 0.0441
C 1.0590 -2.5053 -0.1948 -0.23 -0.23 0.95 -0.6452
C 0.6165 -0.0663 0.5077 -0.90 -0.09 -0.33 -0.0358
C 1.5357 -0.0900 1.5800 -0.60 -0.82 -0.52 -0.2200
C 1.5884 0.9554 2.4391 0.92 -0.42 1.04 -0.2114
C 0.7772 2.0764 2.3154 -0.59 0.05 -1.69 -0.2193
C -0.0688 2.1577 1.2141 -0.94 1.27 1.17 -0.1699
C -0.2062 1.0872 0.3004 0.88 0.22 1.22 0.1272
N -1.1561 1.2275 -0.6497 0.08 0.12 -0.01 -0.4231
H -1.7545 0.4017 -3.5332 -0.20 -0.31 0.15 0.2231
H -2.8209 1.3455 -2.5033 0.29 -0.42 0.18 0.2351
H -3.0096 -0.4061 -2.5350 -0.41 -0.54 -0.32 0.2189
H -0.7882 -1.7531 -2.0875 0.12 0.31 0.62 0.2083
H 0.8489 -2.9625 0.8149 0.06 0.34 -1.01 0.2259
H 2.1552 -2.4316 -0.2473 -0.33 0.25 -0.13 0.2277
H 0.7110 -3.1752 -0.9797 0.09 -0.15 0.14 0.2225
H 2.0755 -1.0169 1.7875 0.04 0.42 -0.15 0.2131
H 2.2550 0.8450 3.2888 -0.03 0.27 0.02 0.2100
H 0.8601 2.8544 3.0422 -0.18 0.45 0.25 0.2169
H -0.8130 3.0146 1.1234 1.24 -1.16 -0.05 0.2255
```
Positions in Å, forces in eV/Å.



Below is C25H18N4O4S in the gas phase, with properties calculated with the ωB97M-V functional and the def2-TZVPD basis.

**Frontier orbital gap**: 7.230 eV
**Charge**: 0

```
52
Properties=species:S:1:pos:R:3:forces:R:3:nbo_charge:R:1
C -3.7600 -1.6481 -0.0866 0.01 0.00 -0.03 -0.6336
C -2.4998 -2.4164 -0.3447 0.04 -0.05 0.07 -0.0184
C -2.1975 -2.8512 -1.6313 0.05 -0.04 0.03 -0.2183
C -1.0409 -3.5596 -1.8862 -0.04 -0.05 0.10 -0.1341
C -0.1533 -3.8559 -0.8585 -0.11 -0.19 0.14 -0.0373
C 1.1430 -4.5685 -1.1685 -0.11 0.15 0.04 -0.4567
C 1.9906 -3.6345 -1.9606 0.37 0.12 -0.15 -0.1931
C 2.3782 -3.7003 -3.2613 -0.21 -0.31 0.76 -0.0587
N 2.9921 -2.6001 -3.7603 0.43 0.76 -0.72 -0.4440
C 3.0700 -1.6628 -2.8902 -0.42 -0.76 1.05 0.2386
N 3.6255 -0.4276 -3.1182 0.53 0.40 -0.40 -0.6295
C 3.1949 0.7670 -2.5972 0.09 -0.03 0.00 0.6796
O 3.8534 1.7753 -2.6881 0.06 0.14 0.08 -0.5675
C 1.8588 0.7184 -1.9271 0.35 0.93 0.62 -0.3055
C 0.8476 -0.0130 -2.5809 -0.56 -0.04 -0.22 0.2696
N 0.0340 -0.5735 -3.1666 -0.29 -0.12 -0.15 -0.3037
C 1.6590 1.4369 -0.7960 0.19 -0.19 -0.38 -0.0896
C 0.4828 1.4403 0.0018 -0.82 -0.80 -0.38 0.2593
C -0.6874 0.6996 -0.0409 0.76 0.40 -0.06 -0.2405
C -1.4564 1.1132 1.0505 0.47 0.58 0.49 -0.2609
C -0.7252 2.0880 1.7022 -0.63 -0.88 -0.55 0.2821
C -0.9536 2.8271 2.9291 -0.08 0.25 0.22 -0.0846
C 0.1521 3.2612 3.6674 -0.18 -0.07 -0.09 -0.1735
C -0.0012 3.8862 4.8889 -0.07 0.03 0.08 -0.1796
C -1.2661 4.0778 5.4258 0.09 -0.03 -0.11 -0.2036
C -2.3763 3.6730 4.7096 -0.15 -0.10 -0.17 -0.1990
C -2.2251 3.0768 3.4647 1.13 0.33 0.65 0.1092
N -3.4375 2.8099 2.7289 -0.41 -0.01 -0.30 0.5101
O -3.4472 3.0671 1.5458 -0.09 0.11 -0.22 -0.3589
O -4.3823 2.3859 3.3579 -0.31 -0.21 0.16 -0.3697
O 0.4526 2.2657 1.0745 0.16 0.39 0.26 -0.3959
S 2.4576 -2.1007 -1.2897 0.33 -0.46 -0.75 0.3701
C -0.4432 -3.4145 0.4227 0.07 -0.10 -0.09 -0.2096
C -1.6061 -2.7069 0.6761 -0.10 0.08 -0.02 -0.2200
H -3.7245 -0.6807 -0.5872 -0.08 0.11 -0.01 0.2204
H -4.6202 -2.1890 -0.4777 -0.10 0.03 0.01 0.2244
H -3.9092 -1.4857 0.9783 -0.06 0.04 0.07 0.2123
H -2.8749 -2.6248 -2.4413 -0.08 0.03 -0.11 0.2144
H -0.8165 -3.8804 -2.8929 0.04 0.00 -0.13 0.2082
H 1.6457 -4.8521 -0.2412 -0.05 -0.11 -0.04 0.2235
H 0.9596 -5.4676 -1.7605 0.05 -0.01 0.06 0.2339
H 2.2225 -4.5386 -3.9149 -0.12 -0.23 -0.05 0.2135
H 4.4147 -0.3871 -3.7525 -0.11 0.06 0.10 0.4320
H 2.4818 2.0394 -0.4328 0.12 0.00 -0.05 0.2480
H -0.9422 -0.0533 -0.7572 -0.03 -0.18 -0.19 0.2569
H -2.4164 0.7287 1.3238 -0.22 -0.02 0.10 0.2371
H 1.1378 3.0856 3.2660 0.07 -0.03 -0.01 0.2324
H 0.8709 4.2152 5.4329 0.08 0.02 0.04 0.2236
H -1.3869 4.5489 6.3882 -0.03 0.05 0.08 0.2259
H -3.3745 3.8301 5.0900 -0.04 0.00 0.00 0.2445
H 0.2420 -3.6247 1.2322 0.08 -0.05 0.08 0.2076
H -1.8168 -2.3761 1.6836 -0.05 0.04 0.10 0.2086
```
Positions in Å, forces in eV/Å.



Ordered max |F| results: 4.9, 2.0, 1.4; unit eV/Å.
Ordered DFT total energy results: -3206.260385, -480.529685, -1881.548163; unit hartree.